1.
{
  "formula": "C15H29BNO10PS",
  "method": "ωB97M-V/def2-TZVPD",
  "symbols": ["C", "C", "C", "O", "B", "N", "P", "S", "H", "H", "H", "H", "H", "H", "H", "H", "H", "H", "H", "C", "C", "C", "O", "C", "O", "O", "H", "H", "H", "H", "H", "H", "C", "C", "C", "O", "C", "O", "O", "H", "H", "H", "H", "H", "H", "C", "C", "C", "O", "C", "O", "O", "H", "H", "H", "H", "H", "H"],
  "positions_angstrom": [[-3.82531, 6.15769, 4.59852], [-2.86752, 5.02722, 4.95829], [-2.48851, 4.21716, 3.73007], [-1.89784, 2.96425, 4.08457], [-2.59282, 1.94061, 4.62054], [-1.96559, 0.96244, 5.43702], [-4.46013, 1.64625, 4.07516], [-4.69210, 1.68691, 2.12711], [-3.45213, 6.74639, 3.75776], [-4.80519, 5.76515, 4.31971], [-3.96778, 6.84087, 5.43647], [-1.96754, 5.43075, 5.42797], [-3.33406, 4.36193, 5.69179], [-3.35482, 4.05493, 3.08065], [-1.74026, 4.74273, 3.13642], [-2.40884, 0.70956, 6.30770], [-0.99346, 1.17995, 5.62333], [-4.84979, 0.45323, 4.71181], [-5.25940, 2.57045, 4.78292], [-0.73479, 0.39269, 2.22089], [-0.33644, -0.37072, 0.98894], [0.58156, -1.55839, 1.21223], [1.34130, -1.59164, -0.00534], [1.34562, -0.34599, -0.53222], [2.02976, -0.01363, -1.45068], [0.47845, 0.44806, 0.11461], [-1.43720, 1.18660, 1.97125], [-1.21690, -0.28241, 2.92935], [0.14245, 0.83939, 2.69195], [-1.21348, -0.67706, 0.41333], [0.04810, -2.49746, 1.33652], [1.26870, -1.39777, 2.04665], [4.37193, -0.07853, -3.63657], [4.76960, -0.84108, -4.86903], [5.74385, -1.98442, -4.64594], [6.47729, -2.01742, -5.87274], [6.41936, -0.78250, -6.43346], [7.06766, -0.43599, -7.36522], [5.52353, -0.01318, -5.77885], [3.63136, 0.68550, -3.86340], [3.93167, -0.74982, -2.90005], [5.24550, 0.40605, -3.19864], [3.89075, -1.19519, -5.41678], [5.27128, -2.94948, -4.48464], [6.43273, -1.76429, -3.82600], [-0.93601, -2.60646, -4.04138], [-0.42007, -3.45193, -2.90790], [-0.46073, -4.95339, -3.12999], [-0.65340, -5.45759, -1.80389], [-1.25019, -4.49249, -1.06860], [-1.68992, -4.64472, 0.02531], [-1.27167, -3.32631, -1.74925], [-0.82066, -1.54695, -3.81933], [-0.37726, -2.82953, -4.95154], [-1.99259, -2.81273, -4.21406], [0.58192, -3.13389, -2.60520], [0.45473, -5.36948, -3.54095], [-1.31467, -5.24434, -3.74720]],
  "forces_ev_per_angstrom": [[-0.047, 0.051, 0.031], [0.020, 0.072, -0.004], [-0.070, -0.025, -0.342], [0.325, 0.051, 0.247], [-0.332, -0.083, 0.025], [0.357, 0.612, 0.178], [0.012, 0.171, -0.115], [0.003, -0.080, 0.096], [0.024, -0.024, 0.012], [0.031, 0.004, -0.049], [0.010, -0.041, -0.005], [0.011, -0.077, 0.012], [-0.031, 0.022, 0.003], [-0.026, -0.088, 0.081], [-0.026, 0.016, 0.007], [-0.256, -0.475, -0.251], [0.052, -0.073, 0.011], [-0.022, 0.017, 0.061], [-0.013, -0.041, 0.049], [0.052, 0.091, -0.074], [-0.013, -0.065, 0.019], [-0.106, -0.023, -0.007], [0.048, -0.046, 0.026], [-0.009, -0.032, -0.041], [-0.034, -0.021, -0.011], [-0.046, 0.016, -0.020], [-0.018, -0.015, 0.011], [-0.015, 0.009, -0.003], [0.009, -0.049, 0.024], [-0.007, -0.004, 0.015], [0.027, -0.026, -0.076], [-0.024, 0.014, 0.016], [0.073, 0.086, -0.029], [-0.013, -0.081, -0.014], [0.012, 0.049, 0.030], [0.044, 0.019, 0.010], [-0.001, -0.030, 0.010], [0.008, 0.009, -0.023], [-0.050, 0.021, -0.022], [-0.001, -0.002, -0.006], [-0.021, 0.013, 0.000], [0.008, -0.040, 0.023], [-0.009, -0.004, 0.024], [-0.015, 0.000, -0.034], [-0.014, -0.024, 0.013], [-0.074, 0.011, 0.043], [0.057, 0.021, -0.020], [-0.017, 0.032, -0.016], [-0.067, -0.033, -0.018], [0.013, 0.047, 0.058], [0.041, 0.001, 0.036], [0.077, 0.083, 0.016], [0.006, 0.000, 0.004], [0.004, 0.016, -0.001], [0.014, -0.033, -0.037], [0.002, -0.011, 0.002], [0.021, 0.006, 0.037], [0.016, -0.009, -0.013]],
  "smiles": "C[C@@H]1COC(=O)O1.C[C@@H]1COC(=O)O1.C[C@@H]1COC(=O)O1.CCCOB(N)[PH2]=S",
  "max_force_ev_per_a": 0.7,
  "lumo_energy_ev": 0.029,
  "e_above_lowest_kcal_mol": 0.00,
  "charge": 0
}

2.
{
  "formula": "C15H29CrN8S",
  "method": "ωB97M-V/def2-TZVPD",
  "symbols": ["Cr", "N", "C", "C", "N", "C", "C", "N", "C", "C", "N", "H", "H", "H", "H", "H", "H", "H", "H", "H", "H", "H", "H", "H", "H", "H", "H", "H", "H", "C", "C", "N", "N", "C", "S", "N", "N", "H", "H", "H", "H", "H", "H", "C", "C", "C", "C", "C", "C", "H", "H", "H", "H", "H"],
  "positions_angstrom": [[-0.39193, -0.17941, -0.10957], [0.21791, 1.97541, -0.42807], [-0.81166, 2.99320, -0.13634], [-2.20739, 2.49035, -0.49964], [-2.55150, 1.24930, 0.19353], [-2.84146, 1.46340, 1.60920], [-2.45222, 0.21319, 2.38256], [-1.04136, -0.06332, 2.08346], [-3.64215, 0.51536, -0.46210], [-3.12889, -0.52249, -1.45368], [-2.18271, -1.44186, -0.79753], [1.11602, 2.30360, -0.09268], [0.32055, 1.89195, -1.43674], [-0.63308, 3.91585, -0.69523], [-0.75916, 3.24151, 0.92451], [-2.24101, 2.29275, -1.57311], [-2.93252, 3.28729, -0.28168], [-3.89239, 1.72461, 1.78295], [-2.23636, 2.29193, 1.98030], [-3.04516, -0.63943, 2.04833], [-2.64203, 0.35778, 3.44925], [-0.76272, -0.95676, 2.47479], [-0.45801, 0.63582, 2.52653], [-4.33215, 1.19799, -0.97177], [-4.21982, -0.00796, 0.30304], [-2.59552, -0.03382, -2.26624], [-3.98574, -1.04453, -1.88976], [-1.80113, -2.07740, -1.49114], [-2.66726, -2.00736, -0.10681], [5.00342, -0.77209, 3.30331], [4.05839, -1.63239, 2.55458], [4.20340, -2.87709, 2.28633], [3.07437, -3.22521, 1.61552], [2.18107, -2.23016, 1.47337], [0.65272, -2.40935, 0.81999], [2.83290, -1.17724, 2.07872], [2.40874, 0.13826, 2.05979], [5.88580, -1.35093, 3.55988], [4.54298, -0.41724, 4.22755], [5.30392, 0.09324, 2.71130], [2.94324, -4.17157, 1.29959], [2.97643, 0.66457, 1.40471], [2.54326, 0.53489, 2.98317], [1.32279, -0.71648, -4.68197], [1.89049, -1.40945, -3.62322], [1.40488, -1.23795, -2.33228], [0.33705, -0.38077, -2.01550], [-0.17859, 0.32236, -3.12031], [0.28304, 0.16101, -4.42188], [1.68542, -0.85398, -5.69224], [2.71825, -2.08495, -3.80412], [1.88213, -1.80601, -1.54064], [-0.98648, 1.04292, -2.98504], [-0.16876, 0.72865, -5.22694]],
  "forces_ev_per_angstrom": [[-0.217, 0.240, 0.555], [-0.321, 0.154, 0.133], [-0.108, -0.019, -0.062], [0.127, -0.027, 0.085], [-0.246, 0.232, -0.159], [0.079, -0.240, 0.055], [-0.025, 0.274, -0.087], [-0.034, -0.106, 0.109], [0.140, -0.177, -0.113], [-0.111, 0.135, 0.052], [-0.060, 0.060, 0.059], [0.035, -0.063, 0.057], [0.108, -0.061, -0.018], [0.013, 0.022, 0.065], [0.017, 0.017, -0.019], [-0.026, 0.045, -0.016], [-0.018, 0.002, -0.095], [0.007, 0.026, -0.004], [-0.038, 0.036, -0.007], [0.015, -0.017, 0.043], [0.000, -0.058, -0.012], [0.090, -0.017, -0.011], [0.135, 0.068, 0.094], [-0.034, -0.013, 0.031], [-0.028, 0.064, 0.029], [0.006, -0.041, -0.044], [0.021, -0.001, 0.003], [0.068, -0.020, 0.032], [-0.016, -0.058, -0.037], [-0.031, 0.014, -0.005], [-0.149, 0.355, -0.018], [0.278, -0.395, 0.014], [-0.262, 0.185, -0.042], [0.437, -0.192, 0.434], [0.001, -0.007, -0.063], [0.149, -0.486, -0.332], [-0.284, 0.279, 0.133], [-0.001, -0.020, -0.033], [0.034, 0.025, -0.001], [0.028, -0.005, 0.012], [-0.041, -0.006, 0.009], [0.014, -0.019, -0.083], [-0.090, -0.003, 0.016], [-0.012, -0.015, -0.020], [0.028, 0.041, -0.030], [0.038, -0.049, 0.022], [0.315, -0.158, -0.715], [-0.013, 0.001, 0.035], [-0.009, 0.068, -0.023], [0.017, 0.004, 0.006], [-0.009, -0.013, 0.004], [-0.025, -0.038, -0.029], [-0.006, -0.002, 0.007], [0.013, -0.022, -0.017]],
  "max_force_ev_per_a": 0.8,
  "s2": 6.026,
  "lumo_energy_ev": [-2.548, -2.556],
  "multiplicity": 5,
  "e_above_lowest_kcal_mol": 0.00,
  "charge": 1
}

3.
{
  "formula": "C15H29F2N3O4",
  "method": "ωB97M-V/def2-TZVPD",
  "symbols": ["O", "O", "O", "F", "F", "O", "C", "C", "C", "N", "N", "N", "C", "C", "C", "C", "C", "C", "C", "C", "C", "C", "C", "C", "H", "H", "H", "H", "H", "H", "H", "H", "H", "H", "H", "H", "H", "H", "H", "H", "H", "H", "H", "H", "H", "H", "H", "H", "H", "H", "H", "H", "H"],
  "positions_angstrom": [[0.00820, 1.73550, -2.75211], [6.59418, -3.61810, -0.74366], [-4.81836, 0.05713, -2.10642], [0.68716, -3.03005, 1.42639], [0.38584, -0.91187, 1.92780], [5.18250, -4.94116, 0.42530], [-1.09759, 1.93826, -2.27788], [5.64386, -3.73479, 0.01624], [-4.22607, 1.05646, -1.71531], [-4.66121, 2.29195, -1.99260], [5.35442, -1.21888, -0.20715], [-1.67756, 0.97761, -1.55534], [-1.75267, 3.28395, -2.51058], [-5.85219, 2.58784, -2.78611], [3.08037, -0.16911, 1.47508], [2.89556, -2.13397, 3.01040], [-4.30122, 1.43582, 1.26991], [-1.83335, 1.38867, 1.38717], [1.14869, -1.76920, 1.20081], [4.97446, -2.43575, 0.56146], [3.43062, -2.54537, 0.54876], [2.65426, -1.65096, 1.56199], [-3.01948, 1.71250, 0.47107], [-2.97432, 0.89378, -0.84086], [5.74164, -5.59152, -0.02681], [-4.12887, 3.06742, -1.63322], [6.37249, -1.15002, -0.27362], [4.95173, -1.24586, -1.14472], [-1.11260, 0.14379, -1.51332], [-2.55487, 3.17284, -3.23517], [-2.10801, 3.70282, -1.57544], [-1.00691, 3.95811, -2.92983], [-5.99837, 3.66612, -2.86225], [-6.72891, 2.13785, -2.31618], [-5.74289, 2.16806, -3.78812], [4.11988, -0.04082, 1.79070], [2.98241, 0.19958, 0.44905], [2.46242, 0.45751, 2.12572], [2.24196, -1.59808, 3.70582], [3.92952, -1.95837, 3.31979], [2.68839, -3.20457, 3.10495], [-5.18360, 1.73747, 0.70625], [-4.28585, 2.00482, 2.20001], [-4.37527, 0.37331, 1.50617], [-1.85434, 0.33360, 1.65987], [-0.89034, 1.61419, 0.88948], [-1.88802, 1.98883, 2.29554], [1.01974, -1.53043, 0.14102], [5.32016, -2.33382, 1.59425], [3.08557, -2.32328, -0.46680], [3.14514, -3.58175, 0.75423], [-2.99236, 2.77600, 0.23988], [-3.03595, -0.14407, -0.51162]],
  "forces_ev_per_angstrom": [[0.287, -0.109, -0.181], [-1.097, -0.734, 0.849], [0.188, 0.374, 0.069], [-0.092, 0.011, 0.040], [-0.104, -0.084, 0.188], [0.017, 0.883, -0.068], [0.981, 1.002, -0.676], [1.299, 1.068, -1.004], [-0.307, -1.140, -0.334], [0.029, 1.121, 0.098], [0.262, -0.965, 0.735], [-1.557, -0.823, 0.872], [0.158, -0.208, -0.022], [0.174, -0.473, 0.103], [-0.335, -0.064, -0.116], [-0.318, -0.193, -0.254], [0.039, 0.170, -0.522], [-0.002, 0.222, -0.574], [1.370, 0.200, -0.265], [-0.815, 0.216, -0.737], [-0.135, -0.175, 0.468], [0.334, 0.150, 0.447], [0.003, -0.098, 0.467], [0.497, 0.248, 0.559], [0.010, -0.043, 0.048], [-0.148, -0.092, -0.037], [-0.481, -0.112, -0.209], [0.327, -0.144, 0.299], [-0.018, 0.018, -0.056], [-0.169, 0.090, 0.071], [-0.267, 0.144, 0.093], [0.017, -0.193, 0.082], [0.158, -0.126, 0.106], [0.019, 0.031, -0.098], [-0.085, 0.024, 0.058], [-0.189, -0.129, -0.214], [0.106, 0.053, 0.131], [-0.028, -0.178, -0.054], [0.103, -0.034, -0.087], [-0.108, 0.033, -0.104], [0.011, 0.121, 0.024], [-0.144, -0.104, 0.050], [-0.002, -0.064, -0.007], [-0.056, -0.009, 0.033], [0.093, -0.028, 0.048], [0.095, -0.122, 0.095], [-0.015, -0.048, 0.013], [-0.276, -0.039, -0.012], [0.070, 0.050, -0.037], [0.052, 0.027, -0.031], [0.031, 0.079, -0.054], [0.041, 0.257, -0.071], [-0.025, -0.063, -0.219]],
  "smiles": "CC(C)(C[C@H](N)C(=O)O)C(F)F.CNC(=O)[C@@H](NC(C)=O)C(C)C",
  "max_force_ev_per_a": 2.0,
  "lumo_energy_ev": 0.567,
  "charge": 0
}